1.
ORCA calculation (wB97M-V/def2-TZVPD) on a molecular structure, C9H19BeCl4NO17.

Net charge ... -3
Gap between HOMO and LUMO (spin up / spin down) ... 5.11 / 6.34 eV
Spin multiplicity ... 2
Calculated total energy ... -96393.728 eV
Energy above the lowest of the compared OMol25 structures with the same formula, charge and spin ... 0.8455 eV

Cartesian coordinates (Å):
Be: -0.66 0.02 -1.62
Cl: 1.77 2.54 -1.27
O: 2.21 3.13 -0.08
O: 0.37 2.67 -1.45
O: 2.52 2.98 -2.39
O: 1.98 1.10 -1.18
Cl: -0.05 2.00 -5.27
O: -1.14 2.21 -6.21
O: 1.02 1.15 -5.65
O: 0.49 3.30 -4.90
O: -0.63 1.40 -4.12
Cl: -4.09 1.14 -2.02
O: -3.46 -0.03 -1.44
O: -3.39 2.31 -1.60
O: -3.89 1.12 -3.47
O: -5.41 1.45 -1.63
Cl: 0.02 -3.02 -3.37
O: 0.78 -1.78 -3.44
O: -0.59 -3.21 -4.63
O: 0.81 -4.15 -2.93
O: -0.99 -2.71 -2.37
C: 1.34 -2.34 0.11
C: 0.95 -1.49 1.48
C: 2.27 -0.75 1.74
C: 2.21 0.42 2.80
C: 0.92 1.28 2.61
C: -0.45 0.56 2.22
N: -0.08 -0.48 1.21
O: -1.18 -1.04 0.79
C: -1.13 0.09 3.50
C: -1.45 1.61 1.64
C: 0.54 -2.54 2.57
H: 0.69 -3.15 -0.22
H: 1.50 -1.77 -0.81
H: 2.24 -2.90 0.33
H: 3.11 -1.39 1.97
H: 2.63 -0.25 0.84
H: 2.16 -0.11 3.75
H: 3.09 1.07 2.78
H: 1.18 2.21 2.10
H: 0.77 1.70 3.61
H: -1.80 0.80 3.98
H: -0.52 -0.34 4.31
H: -1.61 -0.85 3.22
H: -1.94 2.35 2.28
H: -2.19 1.18 0.96
H: -0.93 2.34 1.02
H: 0.41 -2.07 3.55
H: -0.39 -3.08 2.37
H: 1.38 -3.22 2.66
H: -1.39 -1.43 1.64

2.
ORCA calculation (wB97M-V/def2-TZVPD) on a molecular structure, C9H19Br9O6S2.

Net charge ... 0
Gap between HOMO and LUMO ... 9.40 eV
Calculated total energy ... -673974.610 eV
Energy above the lowest of the compared OMol25 structures with the same formula, charge and spin ... 2.4747 eV

Cartesian coordinates (Å):
O: -0.82 2.40 1.69
S: 0.07 1.72 0.73
O: 0.49 2.40 -0.53
O: 1.41 1.23 1.55
C: 2.71 1.91 1.51
C: 3.44 1.19 0.38
C: -0.51 -0.01 0.49
H: 3.19 1.74 2.48
H: 2.59 2.98 1.40
H: 3.00 1.11 -0.62
H: 3.63 0.17 0.71
H: 4.35 1.78 0.41
H: -1.01 0.12 -0.47
H: -1.15 -0.30 1.32
H: 0.37 -0.64 0.44
O: -0.97 -0.61 -2.96
S: -0.15 -1.42 -3.86
O: 1.32 -1.47 -3.70
O: -0.87 -2.89 -3.95
C: -2.30 -3.02 -4.23
C: -3.19 -2.64 -3.02
C: -0.42 -0.94 -5.74
H: -2.33 -4.06 -4.54
H: -2.57 -2.49 -5.14
H: -3.28 -1.55 -3.02
H: -2.82 -2.82 -2.01
H: -4.17 -3.09 -3.16
H: -0.01 0.03 -6.03
H: -1.49 -0.99 -5.89
H: 0.12 -1.69 -6.32
C: -4.60 -0.42 1.73
Br: -6.34 0.40 1.18
Br: -3.53 1.03 2.46
Br: -3.57 -1.49 0.37
H: -4.75 -1.19 2.48
C: 0.34 -0.96 4.54
Br: 2.18 -1.62 4.28
Br: 0.58 1.01 4.71
Br: -0.78 -1.79 5.92
H: -0.22 -1.00 3.61
C: 4.54 3.68 4.23
Br: 4.62 1.76 4.98
Br: 2.66 4.31 4.06
Br: 5.37 3.77 2.49
H: 4.86 4.35 5.03

3.
ORCA calculation (wB97M-V/def2-TZVPD) on 2 unconnected molecules or ions with the total composition C9H19BrF3N2O2PSi.

Structure (SMILES) ... CCN[Si@H](C[C@@H](O)C(F)(F)F)P(O)Br.CCCC#N
Net charge ... 0
Gap between HOMO and LUMO ... 9.06 eV
Calculated total energy ... -112079.793 eV

Cartesian coordinates (Å):
C: 3.77 -0.26 -1.05
C: 3.61 -0.15 -2.56
N: 2.50 0.74 -2.96
Si: 0.99 0.80 -2.12
C: -0.20 -0.60 -2.53
C: -1.53 -0.50 -1.76
O: -2.58 -0.18 -2.65
C: -1.91 -1.78 -0.99
F: -2.80 -2.53 -1.64
F: -0.85 -2.57 -0.73
F: -2.45 -1.47 0.20
P: 0.24 2.85 -2.83
O: 1.20 3.77 -1.87
Br: -1.74 3.05 -1.74
H: 3.02 -0.91 -0.59
H: 3.72 0.72 -0.58
H: 4.75 -0.69 -0.83
H: 4.54 0.26 -2.97
H: 3.49 -1.15 -2.99
H: 2.35 0.64 -3.96
H: 1.16 0.83 -0.66
H: 0.33 -1.53 -2.31
H: -0.42 -0.62 -3.60
H: -1.47 0.27 -0.98
H: -2.92 0.69 -2.42
H: 1.09 3.60 -0.92
C: -1.97 -1.56 3.69
C: -1.44 -0.61 4.75
C: -1.46 0.86 4.30
C: -0.65 1.08 3.11
N: -0.02 1.23 2.15
H: -1.37 -1.52 2.78
H: -1.97 -2.58 4.05
H: -3.00 -1.30 3.41
H: -0.41 -0.88 5.01
H: -2.03 -0.69 5.66
H: -1.10 1.52 5.09
H: -2.49 1.17 4.06

4.
ORCA calculation (wB97M-V/def2-TZVPD) on a molecular structure, C9H19ClINO3PY.

Net charge ... +2
Gap between HOMO and LUMO ... 7.44 eV
Calculated total energy ... -48214.200 eV
Energy above the lowest of the compared OMol25 structures with the same formula, charge and spin ... 1.0094 eV

Cartesian coordinates (Å):
C: -0.42 1.12 -1.40
C: -1.86 0.79 -1.79
H: -0.20 2.08 -1.86
H: 0.29 0.43 -1.91
H: -0.20 1.16 -0.27
O: -2.20 0.45 -2.90
I: -3.12 -0.98 0.03
Y: 1.64 -0.31 0.40
P: 0.42 -1.83 -2.06
C: -1.06 -2.65 -2.78
C: 1.09 -1.36 -3.70
H: 2.34 -3.30 -1.50
H: 1.30 -3.79 -2.92
H: 0.73 -4.05 -1.20
C: 1.31 -3.41 -1.88
H: 2.11 -0.99 -3.63
H: 1.05 -2.24 -4.35
H: -0.66 -3.26 -3.61
H: -1.81 -1.94 -3.15
H: 0.48 -0.58 -4.16
H: -1.53 -3.30 -2.04
C: -2.88 1.06 -0.60
O: -3.12 2.19 -0.20
Cl: 4.04 -0.62 -0.05
C: -0.72 2.75 3.09
N: 0.33 2.05 3.84
C: 0.41 2.29 5.28
C: 1.09 1.10 3.35
O: 1.05 0.69 2.12
H: -1.20 3.46 3.78
H: -1.47 2.02 2.72
H: -0.29 3.30 2.24
H: 0.03 1.44 5.87
H: 1.43 2.48 5.64
H: -0.18 3.14 5.57
H: 1.80 0.62 4.02

5.
ORCA calculation (wB97M-V/def2-TZVPD) on 2 unconnected molecules or ions with the total composition C9H19ClN.

Net charge ... +1
Gap between HOMO and LUMO (spin up / spin down) ... 9.58 / 6.84 eV
Calculated total energy ... -23641.768 eV
Energy above the lowest of the compared OMol25 structures with the same formula, charge and spin ... 2.9580 eV

Cartesian coordinates (Å):
C: -0.62 2.31 0.35
C: -0.09 1.12 0.23
C: -2.78 -1.62 0.12
C: -1.84 -0.39 -1.81
C: 3.17 0.31 1.02
C: 3.17 0.29 -1.72
C: -0.90 -0.21 1.99
C: -2.08 -0.33 -0.32
C: 2.53 0.02 -0.30
N: -0.81 -0.13 0.44
Cl: 1.66 -1.44 -0.28
H: -1.66 2.41 0.69
H: -0.05 3.22 0.23
H: -2.37 -2.51 -0.39
H: -2.64 -1.82 1.25
H: -3.81 -1.42 -0.10
H: -2.76 -0.61 -2.41
H: -1.14 -1.25 -1.83
H: -1.35 0.56 -2.17
H: 2.41 0.70 1.75
H: 4.02 1.02 0.87
H: 3.50 -0.67 1.34
H: 2.83 -0.37 -2.42
H: 2.88 1.27 -2.13
H: 4.28 0.32 -1.66
H: 0.07 0.10 2.26
H: -1.41 0.60 2.49
H: -1.34 -1.20 2.23
H: -2.76 0.48 0.06
H: -0.12 -0.76 0.23

6.
ORCA calculation (wB97M-V/def2-TZVPD) on a molecular structure, C9H19F2N2O5RbS2.

Net charge ... 0
Gap between HOMO and LUMO ... 7.98 eV
Calculated total energy ... -50615.240 eV
Energy above the lowest of the compared OMol25 structures with the same formula, charge and spin ... 2.7889 eV

Cartesian coordinates (Å):
Rb: -10.51 -24.85 -5.87
N: -12.20 -29.42 -3.87
S: -12.71 -30.22 -5.11
O: -12.36 -31.59 -5.36
O: -13.09 -29.46 -6.25
F: -14.28 -30.29 -4.60
S: -10.68 -29.01 -4.71
O: -10.63 -27.64 -5.13
O: -10.01 -29.89 -5.67
F: -9.63 -29.12 -3.45
C: -7.51 -22.32 -8.33
C: -6.75 -23.20 -7.20
C: -5.19 -23.03 -7.32
C: -4.19 -23.01 -6.18
C: -4.91 -23.51 -4.85
C: -6.36 -23.00 -4.62
N: -7.17 -22.78 -5.85
O: -8.52 -22.54 -5.68
C: -7.18 -24.06 -3.77
C: -6.28 -21.70 -3.81
C: -7.12 -24.61 -7.45
H: -7.33 -21.25 -8.27
H: -7.36 -22.59 -9.38
H: -8.59 -22.40 -8.24
H: -4.77 -23.80 -7.96
H: -4.97 -22.10 -7.85
H: -3.25 -23.49 -6.47
H: -3.91 -21.97 -5.98
H: -4.35 -23.22 -3.95
H: -4.88 -24.60 -4.82
H: -6.57 -24.53 -2.99
H: -7.61 -24.91 -4.30
H: -7.94 -23.63 -3.12
H: -5.60 -20.88 -4.03
H: -6.12 -22.02 -2.78
H: -7.30 -21.35 -3.64
H: -7.03 -25.02 -8.46
H: -6.66 -25.33 -6.77
H: -8.15 -24.89 -7.26
H: -8.60 -21.59 -5.74

7.
ORCA calculation (wB97M-V/def2-TZVPD) on a molecular structure, C9H19F6NO14S6Sr.

Net charge ... -1
Gap between HOMO and LUMO (spin up / spin down) ... 6.46 / 6.45 eV
Spin multiplicity ... 2
Calculated total energy ... -121946.539 eV
Energy above the lowest of the compared OMol25 structures with the same formula, charge and spin ... 0.0000 eV

Cartesian coordinates (Å):
Sr: 0.51 -0.08 0.43
S: 3.73 0.16 2.04
O: 4.44 -0.74 1.20
O: 2.36 0.29 1.61
O: 3.87 -0.78 3.12
O: 4.56 1.41 2.27
O: 1.99 -4.53 0.10
C: 2.34 -3.28 0.44
O: 3.20 -2.99 1.25
O: 1.53 -2.40 0.08
H: 1.20 -4.31 -0.40
C: -3.02 0.89 -2.04
F: -1.75 1.01 -2.40
F: -3.59 2.03 -1.56
F: -3.87 0.33 -2.94
S: -2.76 -0.42 -0.57
O: -4.12 -0.85 -0.20
O: -1.75 -1.37 -1.05
N: -1.86 0.52 0.55
S: -2.92 1.06 1.63
O: -3.66 2.21 1.11
O: -3.58 -0.04 2.42
C: -1.82 1.76 3.08
F: -2.45 2.89 3.53
F: -1.80 0.81 4.13
F: -0.57 1.95 2.68
C: 1.29 3.76 -2.51
S: -0.10 3.34 -1.37
O: 0.36 2.21 -0.45
C: -0.30 4.79 -0.31
H: 2.12 4.08 -1.87
H: 1.10 4.66 -3.10
H: 1.49 2.97 -3.24
H: -0.87 5.61 -0.74
H: 0.62 5.31 -0.05
H: -0.73 4.44 0.63
C: 1.30 0.20 -4.55
S: 1.89 -0.13 -2.78
O: 0.70 -0.45 -1.91
C: 2.42 -1.86 -3.30
H: 2.22 0.38 -5.11
H: 0.89 1.21 -4.58
H: 0.49 -0.37 -5.00
H: 3.44 -1.70 -3.63
H: 1.75 -2.34 -4.01
H: 2.37 -2.64 -2.55
C: -1.54 -3.37 1.77
S: -0.38 -2.44 2.83
O: -0.41 -0.91 2.53
C: -1.20 -2.83 4.40
H: -2.60 -3.13 1.76
H: -1.33 -4.41 2.00
H: -1.27 -3.06 0.76
H: -2.21 -2.46 4.22
H: -0.56 -2.44 5.19
H: -1.19 -3.92 4.45

8.
ORCA calculation (wB97M-V/def2-TZVPD) on a molecular structure, C9H19IMnNOPt.

Net charge ... +2
Gap between HOMO and LUMO (spin up / spin down) ... 5.79 / 7.39 eV
Spin multiplicity ... 9
Calculated total energy ... -55823.272 eV

Cartesian coordinates (Å):
Pt: -0.88 8.73 -16.51
Mn: -3.67 7.12 -12.11
I: -1.75 8.77 -13.68
C: 2.42 11.45 -10.31
C: 2.48 10.42 -11.46
C: 3.95 10.22 -11.80
C: 4.72 9.10 -11.09
C: 3.83 7.85 -11.02
C: 2.45 8.06 -10.36
N: 1.76 9.11 -11.10
O: 0.34 9.30 -10.75
C: 1.76 6.62 -10.60
C: 2.56 8.34 -8.80
C: 1.89 10.86 -12.81
H: 2.43 12.49 -10.64
H: 1.57 11.26 -9.65
H: 3.24 11.33 -9.61
H: 4.09 9.87 -12.82
H: 4.55 11.12 -11.64
H: 5.75 8.99 -11.44
H: 4.93 9.45 -10.08
H: 4.39 7.14 -10.40
H: 3.67 7.51 -12.05
H: 2.00 5.99 -9.73
H: 1.98 6.07 -11.51
H: 0.70 6.82 -10.46
H: 3.05 7.55 -8.23
H: 1.64 8.59 -8.28
H: 3.26 9.17 -8.67
H: 1.69 10.08 -13.54
H: 1.00 11.45 -12.59
H: 2.61 11.53 -13.27
H: -0.09 9.14 -11.59

9.
ORCA calculation (wB97M-V/def2-TZVPD) on a molecular structure, C9H19N.

Net charge ... 0
Gap between HOMO and LUMO ... 8.52 eV
Calculated total energy ... -11128.619 eV
Energy above the lowest of the compared OMol25 structures with the same formula, charge and spin ... 2.3584 eV

Cartesian coordinates (Å):
C: 1.37 -0.29 1.85
C: 0.66 -1.71 -1.57
C: -0.80 -1.68 0.50
C: 1.20 -0.14 0.34
C: 0.23 -0.95 -0.34
N: 2.41 0.13 -0.40
H: 3.00 -0.70 -0.49
H: 2.96 0.85 0.05
H: 1.85 -1.24 2.10
H: 0.42 -0.25 2.39
H: 2.00 0.51 2.24
H: 1.26 -2.58 -1.27
H: -0.20 -2.09 -2.13
H: -1.29 -1.03 1.23
H: -0.33 -2.51 1.06
H: -1.57 -2.11 -0.13
H: 1.27 -1.10 -2.23
C: -2.48 1.44 0.41
C: -0.12 2.20 -0.07
C: -1.26 1.46 -0.47
C: -1.04 0.47 -1.41
H: -3.17 0.65 0.13
H: -3.02 2.39 0.35
H: -2.21 1.31 1.47
H: -0.22 2.92 0.75
H: 0.59 2.50 -0.83
H: 0.60 1.12 0.34
H: -1.85 -0.18 -1.71
H: -0.27 0.63 -2.16

10.
ORCA calculation (wB97M-V/def2-TZVPD) on a single C9H19N3O3 molecule.

Structure (SMILES) ... C[C@H](N)C(=O)N[C@@H](CCCCN)C(=O)O
Net charge ... 0
Gap between HOMO and LUMO ... 9.91 eV
Calculated total energy ... -20252.258 eV
Energy above the lowest of the compared OMol25 structures with the same formula, charge and spin ... 2.9588 eV

Cartesian coordinates (Å):
C: -2.89 -1.47 1.69
C: -1.42 -1.87 1.85
N: -0.61 -1.60 3.10
C: -0.57 -1.41 0.67
O: -1.02 -1.57 -0.46
N: 0.54 -0.73 1.09
C: 1.66 -0.43 0.16
C: 1.88 1.08 -0.10
C: 0.65 1.81 -0.57
C: 0.13 1.51 -2.00
C: -1.18 2.14 -2.22
N: -1.75 2.13 -3.68
C: 2.93 -1.15 0.63
O: 3.09 -1.80 1.66
O: 3.85 -0.96 -0.34
H: -3.13 -1.64 0.63
H: -2.98 -0.45 1.88
H: -3.46 -1.98 2.45
H: -1.59 -2.98 1.71
H: -1.29 -0.85 3.70
H: -0.36 -2.51 3.81
H: 0.67 -0.91 2.09
H: 1.43 -0.87 -0.74
H: 2.23 1.47 0.89
H: 2.44 1.22 -1.07
H: 0.72 2.86 -0.50
H: -0.19 1.49 0.04
H: 0.99 1.90 -2.74
H: 0.08 0.46 -2.08
H: -1.82 1.59 -1.44
H: -1.10 3.16 -1.99
H: -1.86 1.10 -3.90
H: -0.92 2.28 -4.27
H: 4.85 -1.01 0.06

11.
ORCA calculation (wB97M-V/def2-TZVPD) on 2 unconnected molecules or ions with the total composition C9H19N4.

Net charge ... +1
Gap between HOMO and LUMO ... 9.72 eV
Calculated total energy ... -15593.417 eV
Energy above the lowest of the compared OMol25 structures with the same formula, charge and spin ... 1.7996 eV

Cartesian coordinates (Å):
C: 1.09 1.08 0.44
C: 1.39 -1.24 -0.20
C: -0.45 -2.34 -1.49
C: 2.00 -2.74 -2.09
C: -1.09 1.64 3.03
C: -2.67 1.63 0.93
C: -0.09 1.92 0.71
C: 0.96 -2.44 -0.92
C: -1.26 1.23 1.47
N: 0.34 1.39 -2.62
N: -0.23 1.48 -3.56
N: 0.90 -0.03 -0.28
N: 2.30 1.15 0.83
H: -1.14 -2.16 -0.80
H: -0.70 -3.34 -1.70
H: -0.61 -1.66 -2.24
H: 1.80 -2.09 -3.01
H: 1.78 -3.71 -2.47
H: 2.96 -2.58 -1.80
H: -1.19 2.62 3.16
H: -0.12 1.48 3.43
H: -1.86 0.99 3.58
H: -3.38 1.11 1.40
H: -2.92 2.67 0.82
H: -2.55 1.36 -0.07
H: 0.27 2.68 1.37
H: -0.42 2.40 -0.29
H: 1.07 -3.38 -0.18
H: -1.14 0.11 1.50
H: 0.22 0.12 -1.09
H: 2.60 1.92 1.48
H: 2.14 -1.26 0.65

12.
ORCA calculation (wB97M-V/def2-TZVPD) on a gas-phase ion, C9H19N4O (charge +1).

Structure (SMILES) ... C/C(CC(C)C)=[NH+]/N1N[C@H](C)NC1=O
Net charge ... +1
Gap between HOMO and LUMO ... 8.85 eV
Calculated total energy ... -17638.748 eV
Energy above the lowest of the compared OMol25 structures with the same formula, charge and spin ... 3.5174 eV

Cartesian coordinates (Å):
C: 1.80 1.53 2.15
C: 0.86 0.89 1.22
C: -0.15 1.68 0.52
C: 0.38 2.75 -0.34
C: 1.39 2.09 -1.23
C: -0.63 3.37 -1.25
N: 1.04 -0.49 0.98
N: 0.16 -1.38 0.26
N: 0.38 -2.98 -0.37
C: -0.85 -3.67 -0.12
C: -1.57 -4.04 -1.36
N: -1.61 -2.64 0.64
C: -1.01 -1.51 1.04
O: -1.40 -0.76 1.93
H: 1.21 2.18 2.75
H: 2.43 2.13 1.50
H: 2.40 0.85 2.68
H: -0.89 1.02 -0.07
H: -0.73 2.19 1.27
H: 0.72 3.58 0.21
H: 1.07 1.11 -1.57
H: 2.39 1.96 -0.88
H: 1.54 2.58 -2.20
H: -1.19 2.88 -2.01
H: -0.09 4.20 -1.84
H: -1.38 3.94 -0.66
H: 1.53 -1.01 1.73
H: 0.64 -2.92 -1.33
H: -0.54 -4.58 0.52
H: -0.98 -4.65 -2.12
H: -1.85 -3.13 -1.80
H: -2.51 -4.56 -1.10
H: -2.55 -2.60 0.85